2 unconnected molecules or ions with the total composition CH3N2S at a distorted geometry. Source: OMol25; level of theory: ωB97M-V with the def2-TZVPD basis set.

Computed properties:
- Strongest force on any atom: 4.012 eV/Å
- Kohn-Sham gap (alpha / beta): 8.9563 / 7.3201 eV
- Total charge: +1
- DFT total energy: -14888.498 eV

Each line ends with the Löwdin charge.
CARTESIAN COORDINATES (ANGSTROEM)
C1 0.2275 -0.1612 0.0807  -0.666
N1 0.8976 0.9519 0.3954  -0.257
N2 -0.9012 -0.7928 0.2478  0.241
S1 1.9268 -0.2837 -0.1001  1.071
H1 0.7407 2.1302 -0.9459  0.294
H2 -1.6697 -0.2361 0.5939  0.153
H3 -1.2216 -1.6082 -0.2717  0.163

Forces on atoms 1 to 3 (eV/Å):
1.176 -1.458 0.263
-1.929 3.417 -0.837
-0.029 1.296 -0.651

---

2 unconnected molecules or ions with the total composition C3H7NOS at a distorted geometry. Source: OMol25; level of theory: ωB97M-V with the def2-TZVPD basis set.

Computed properties:
- Strongest force on any atom: 3.555 eV/Å
- Kohn-Sham gap (alpha / beta): 7.8435 / 8.0687 eV
- Total charge: 0
- DFT total energy: -17593.151 eV

Each line ends with the Löwdin charge.
CARTESIAN COORDINATES (ANGSTROEM)
C1 -0.6475 -0.1787 0.9383  -0.547
C2 0.6528 -0.9540 1.0569  -0.052
C3 -0.4069 1.2035 0.5215  0.107
N1 -0.5000 0.6458 -1.7984  -0.465
O1 -1.7134 -0.6023 1.3662  0.046
S1 0.3218 -0.6229 -2.2218  0.713
H1 1.0030 -0.9986 2.0417  0.069
H2 0.3609 -1.9501 0.7433  0.080
H3 1.3777 -0.5503 0.3743  0.036
H4 0.4499 1.5472 0.1325  0.014
H5 -1.0772 1.9676 0.6917  0.053
H6 -1.4524 0.4081 -1.7333  -0.023
H7 1.6315 0.0847 -2.1129  -0.030

Forces on atoms 1 to 3 (eV/Å):
1.047 1.476 1.435
-1.692 -0.732 -1.931
-2.197 -2.464 0.353

---

10 unconnected molecules or ions with the total composition C34H40Cl8F4O2 at a distorted geometry. Source: OMol25; level of theory: ωB97M-V with the def2-TZVPD basis set.

Computed properties:
- Strongest force on any atom: 2.241 eV/Å
- Kohn-Sham gap: 9.7860 eV
- Total charge: 0
- DFT total energy: -151050.816 eV
- SMILES: Fc1ccccc1.Fc1ccccc1.Fc1ccccc1.Fc1ccccc1.CC(C)=O.CC(C)=O.ClCCl.ClCCl.ClCCl.ClCCl

Each line ends with the Löwdin charge.
CARTESIAN COORDINATES (ANGSTROEM)
F1 -5.8764 -4.2099 -1.5649  0.071
C1 -4.5769 -4.4916 -1.4446  -0.308
C2 -3.6611 -3.4660 -1.5172  -0.040
C3 -2.3103 -3.7437 -1.4140  -0.080
C4 -1.9152 -5.0481 -1.1592  -0.085
C5 -2.8461 -6.0743 -1.1782  -0.079
C6 -4.1879 -5.8075 -1.3466  -0.016
H1 -4.0890 -2.4678 -1.5492  0.114
H2 -1.6052 -2.9347 -1.5526  0.088
H3 -0.8697 -5.3015 -1.0262  0.109
H4 -2.5410 -7.1063 -1.0684  0.108
H5 -4.9237 -6.5914 -1.4666  0.121
F2 2.3904 5.0184 4.0253  0.070
C7 2.0951 3.8195 4.5360  -0.298
C8 2.0376 3.6575 5.9052  -0.015
C9 1.7517 2.4018 6.4256  -0.084
C10 1.4899 1.3357 5.5857  -0.096
C11 1.5233 1.5265 4.2220  -0.076
C12 1.8275 2.7723 3.6959  -0.022
H6 2.2327 4.5046 6.5523  0.118
H7 1.7389 2.3072 7.5039  0.105
H8 1.2962 0.3557 6.0044  0.104
H9 1.3340 0.7448 3.4982  0.097
H10 1.7370 2.8748 2.6230  0.092
F3 -2.3108 -1.2777 1.3337  0.050
C13 -3.2769 -1.5065 2.2450  -0.290
C14 -3.4163 -0.6362 3.2983  -0.022
C15 -4.4664 -0.8176 4.1904  -0.078
C16 -5.3580 -1.8773 4.0068  -0.093
C17 -5.1932 -2.7571 2.9390  -0.071
C18 -4.1035 -2.5975 2.0873  -0.010
H11 -2.7553 0.2197 3.3715  0.116
H12 -4.5846 -0.1251 5.0120  0.104
H13 -6.1985 -1.9638 4.6878  0.101
H14 -5.8867 -3.5735 2.7919  0.105
H15 -3.9112 -3.2924 1.2756  0.104
F4 0.6950 6.9361 -2.4078  0.055
C19 0.5061 6.3040 -1.2311  -0.281
C20 1.5699 5.6409 -0.6533  -0.048
C21 1.4127 5.0555 0.5864  -0.105
C22 0.1576 5.0586 1.1759  -0.098
C23 -0.9260 5.6578 0.5511  -0.079
C24 -0.7635 6.2743 -0.6741  -0.013
H16 2.5314 5.7695 -1.1442  0.106
H17 2.2199 4.4731 1.0095  0.066
H18 0.0087 4.5586 2.1266  0.096
H19 -1.8760 5.6878 1.0667  0.107
H20 -1.5846 6.7970 -1.1492  0.118
C25 0.8518 -0.7388 -1.2330  -0.040
C26 0.9757 0.0671 0.0254  -0.503
C27 -0.0656 1.1446 0.2740  0.007
O1 1.8777 -0.1073 0.7799  0.040
H21 0.8886 -0.0354 -2.0642  0.022
H22 -0.1437 -1.1814 -1.2410  0.056
H23 1.6847 -1.4286 -1.2997  0.027
H24 0.4827 2.0493 0.5022  0.067
H25 -0.6694 0.8024 1.1133  0.075
H26 -0.7228 1.2288 -0.5872  0.055
C28 0.5286 -4.2229 -4.0806  -0.012
C29 1.8995 -3.6959 -3.7061  -0.484
C30 2.8235 -3.2226 -4.7962  -0.014
O2 2.2096 -3.5757 -2.5452  0.022
H27 0.3337 -4.1838 -5.1536  0.072
H28 -0.2532 -3.6752 -3.5552  0.057
H29 0.4218 -5.2707 -3.7862  0.089
H30 3.8185 -3.6496 -4.6815  0.087
H31 2.9044 -2.1365 -4.6914  0.092
H32 2.4629 -3.4343 -5.7998  0.072
Cl1 4.2409 -3.8685 2.5998  0.511
C31 3.6753 -2.4022 1.8004  -1.024
Cl2 3.7778 -2.5154 0.0307  0.551
H33 2.6332 -2.2487 2.0352  0.011
H34 4.2769 -1.5605 2.1119  0.022
Cl3 2.6374 4.0906 -5.7653  0.540
C32 2.6817 3.7121 -4.0612  -1.047
Cl4 1.5873 2.3586 -3.6468  0.477
H35 3.6686 3.3681 -3.7870  -0.005
H36 2.3927 4.5655 -3.4648  0.003
Cl5 6.7161 2.5605 -0.1784  0.505
C33 5.0981 1.8632 -0.4169  -0.981
Cl6 3.9220 3.1106 -0.8480  0.570
H37 5.1860 1.1535 -1.2223  0.026
H38 4.7923 1.4456 0.5254  0.016
Cl7 -2.5789 -1.6758 -5.1565  0.510
C34 -2.9940 -0.4514 -3.9463  -0.973
Cl8 -1.5118 0.3407 -3.3619  0.542
H39 -3.6354 0.2695 -4.4269  0.026
H40 -3.4171 -0.9338 -3.0809  -0.008

Forces on atoms 1 to 3 (eV/Å):
-0.538 0.188 0.024
0.465 -0.267 -0.343
-0.650 0.452 0.334